# 1
This record from the OMol25 dataset describes a molecular structure, C4H4N2. The level of theory is the ωB97M-V functional and the def2-TZVPD basis.

Output
Energy (eV): -7186.07967
LUMO (alpha / beta) (eV): -0.64 / -0.64
M (u): 80.1
HOMO energy (alpha / beta) (hartree): -0.3128 / -0.3128
Kohn-Sham gap (alpha / beta) (hartree): 0.289 / 0.289

Element x y z (Å)
C: 0.254916 -1.048447 0.276492
C: 1.497975 -0.848154 -0.180554
C: 2.865226 1.118432 0.013538
C: -1.342799 0.548063 -0.170970
N: 2.253198 0.129325 0.086074
N: -0.060217 0.187436 0.213922
H: -0.385175 -1.877009 0.408865
H: -1.862637 0.794258 0.732592
H: -1.316023 1.286572 -0.787409
H: -1.904468 -0.290477 -0.592548

Atoms 1-3, force components in eV/Å:
-0.4 0.8 2.0
0.9 -3.4 -2.5
1.2 1.4 0.2

---

# 2
This record from the OMol25 dataset describes a molecular structure, C14H26AlClINP2. The level of theory is the ωB97M-V functional and the def2-TZVPD basis.

Output
Energy (eV): -62212.11761
LUMO (alpha / beta) (eV): -9.74 / -9.32
Charge: +2
M (u): 459.7
HOMO energy (alpha / beta) (hartree): -0.5622 / -0.5618
Kohn-Sham gap (alpha / beta) (hartree): 0.204 / 0.219

Element x y z (Å)
C: 1.511649 1.329201 -1.033089
I: -1.838199 -0.801240 -0.046406
H: 2.020563 2.044015 -1.653289
H: 1.984090 0.439790 -1.299234
H: 1.780416 1.670346 -0.074608
Al: -0.628463 1.745825 -1.546975
P: -0.101577 -0.502478 -2.842551
C: 0.652603 -2.127479 -2.347839
C: -1.613709 -1.066572 -3.712292
H: -1.345411 -1.618965 -4.619312
H: 0.906520 -0.806140 -5.069087
H: -2.205292 -0.185009 -3.972458
H: 0.653672 0.932244 -4.640580
H: 0.008800 -2.608839 -1.598709
H: -2.199761 -1.690889 -3.033714
C: 0.985645 -0.049797 -4.268185
H: 0.766946 -2.790523 -3.223308
H: 2.032121 0.033728 -3.928235
H: 1.637832 -1.967169 -1.887534
P: -0.891693 2.716618 0.688712
C: -0.400737 2.186061 2.387165
C: -0.087421 4.366391 0.533570
H: -3.081429 3.319296 -0.110770
H: -2.780461 3.996732 1.523692
H: -3.179237 2.253903 1.308345
C: -2.663001 3.117999 0.880182
H: -0.258992 4.726837 -0.494441
H: -0.519323 5.074344 1.263053
H: -0.628900 2.971421 3.129601
H: 0.675576 1.961558 2.420468
H: 0.999017 4.262151 0.701345
H: -0.941316 1.266148 2.649176
Cl: -1.688461 2.843608 -3.003149
N: 0.806928 -0.195962 0.506576
C: 0.772114 -1.100153 1.236821
C: 0.736386 -2.121995 2.138323
C: 1.991800 -2.507901 2.599276
C: 2.044890 -3.507933 3.544525
C: 0.858385 -4.097444 3.999960
C: -0.388856 -3.690752 3.509952
C: -0.455444 -2.684944 2.563901
H: 2.892368 -1.995013 2.203401
H: 3.012632 -3.826100 3.924851
H: 0.881943 -4.889607 4.750145
H: -1.323539 -4.126679 3.838384
H: -1.391673 -2.298636 2.104341

Atoms 1-3, force components in eV/Å:
1.1 2.3 -1.6
-0.8 0.5 -0.2
-0.5 1.1 -1.4

---

# 3
This record from the OMol25 dataset describes 7 unconnected molecules or ions with the total composition H14O6S2. The level of theory is the ωB97M-V functional and the def2-TZVPD basis.

Output
Energy (eV): -34181.82183
LUMO (eV): -0.61
M (u): 174.2
HOMO energy (hartree): -0.3806
Kohn-Sham gap (hartree): 0.358

Element x y z (Å)
S: 4.112614 0.618885 -0.520280
S: 3.404033 1.395072 1.344895
H: 2.957123 0.631845 -1.224358
H: 3.371134 2.672004 1.433333
O: -1.748886 -1.691357 1.196624
H: -1.037316 -1.287769 1.692718
H: -2.392619 -1.957592 1.872218
O: 0.014474 -2.699168 -1.219752
H: 0.648599 -3.169563 -0.664359
H: -0.775536 -2.666412 -0.658809
O: 0.294839 2.867211 -1.124244
H: 0.099670 1.900933 -1.053944
H: 1.059218 2.761000 -1.679257
O: -1.314189 -0.657451 -1.763519
H: -0.491772 -0.981142 -2.212399
H: -1.288111 -1.050233 -0.920666
O: -3.661462 1.789085 -0.479399
H: -3.192534 2.707796 -0.515857
H: -2.900180 1.109599 -0.372255
O: 0.594207 -0.989356 2.338357
H: 0.725842 -0.044340 2.063751
H: 1.520860 -1.259050 2.467208

Atoms 1-3, force components in eV/Å:
-0.5 1.1 0.9
0.0 -3.3 -0.2
0.1 0.0 0.3

---

# 4
This record from the OMol25 dataset describes C6H8 in the gas phase. The level of theory is the ωB97M-V functional and the def2-TZVPD basis.

Output
Energy (eV): -6345.65115
LUMO (alpha / beta) (eV): 0.11 / 0.11
M (u): 80.1
HOMO energy (alpha / beta) (hartree): -0.2791 / -0.2791
Kohn-Sham gap (alpha / beta) (hartree): 0.283 / 0.283

Element x y z (Å)
C: 2.896804 0.504497 -0.594547
C: 1.533713 0.530196 -0.352400
C: 0.286359 0.190453 -0.444918
C: -0.687993 -0.292941 0.507791
C: -2.065251 0.358366 0.477852
C: -1.906361 -1.014011 -0.055256
H: 2.041474 0.838399 0.664235
H: 3.510061 1.374467 -0.377796
H: 3.405881 -0.387555 -0.960134
H: -0.362211 -0.640103 1.491735
H: -2.553681 0.489920 1.438748
H: -2.197785 1.173438 -0.225194
H: -2.284633 -1.846749 0.530011
H: -1.927220 -1.154871 -1.130454

Atoms 1-3, force components in eV/Å:
0.1 0.0 -0.1
-0.3 -0.2 -0.1
0.3 0.1 0.2

---

Repeat the fourth record exactly.
This record from the OMol25 dataset describes C6H8 in the gas phase. The level of theory is the ωB97M-V functional and the def2-TZVPD basis.

Output
Energy (eV): -6345.65115
LUMO (alpha / beta) (eV): 0.11 / 0.11
M (u): 80.1
HOMO energy (alpha / beta) (hartree): -0.2791 / -0.2791
Kohn-Sham gap (alpha / beta) (hartree): 0.283 / 0.283

Element x y z (Å)
C: 2.896804 0.504497 -0.594547
C: 1.533713 0.530196 -0.352400
C: 0.286359 0.190453 -0.444918
C: -0.687993 -0.292941 0.507791
C: -2.065251 0.358366 0.477852
C: -1.906361 -1.014011 -0.055256
H: 2.041474 0.838399 0.664235
H: 3.510061 1.374467 -0.377796
H: 3.405881 -0.387555 -0.960134
H: -0.362211 -0.640103 1.491735
H: -2.553681 0.489920 1.438748
H: -2.197785 1.173438 -0.225194
H: -2.284633 -1.846749 0.530011
H: -1.927220 -1.154871 -1.130454

Atoms 1-3, force components in eV/Å:
0.1 0.0 -0.1
-0.3 -0.2 -0.1
0.3 0.1 0.2

---

Q: Which of these has the lowest energy?
A: C14H26AlClINP2

---

Q: Which value of M does entry 1 give?
A: 80.1 u

---

Q: energy of number 2 (C14H26AlClINP2)?
A: -62212.11761 eV